[1]
Formula: C3H5INO2
Source: the OMol25 dataset
Level of theory: ωB97M-V/def2-TZVPD

## Properties
2S+1   1
Total charge   -1
Max |F|   4.633 eV/A
Lowest unoccupied orbital energy   3.1 eV

```
12
Properties=species:S:1:pos:R:3:forces:R:3:mulliken_charge:R:1
C -0.746705 -0.782994 -0.869114 1.2 -0.9 2.3 -0.90
C 0.137356 0.545011 -0.865985 0.3 -3.9 2.4 -0.52
N 1.009677 0.641086 0.327745 -1.3 0.4 0.2 -0.52
I 2.429368 -0.852088 0.424699 -0.1 0.2 -0.4 -0.05
C 0.146009 0.628054 1.695858 2.1 0.0 -1.9 0.68
O 0.853032 0.168937 2.564874 -0.2 -0.4 1.9 -0.68
O -0.955252 1.123909 1.578720 -1.0 0.4 -0.1 -0.65
H -0.957333 -1.211436 0.222809 1.3 0.7 -2.0 0.24
H -1.730052 -0.455309 -0.988690 -1.8 0.2 -1.4 0.36
H -0.392831 -1.620510 -1.543449 -0.6 1.1 0.7 0.29
H 0.754856 0.492235 -1.698748 1.0 0.4 -1.8 0.38
H -0.548124 1.323104 -0.848718 -0.8 1.8 0.0 0.39
```
Positions in Å, forces in eV/Å.

=====

[2]
Formula: C33H34N5O4RuS4
Source: the OMol25 dataset
Level of theory: ωB97M-V/def2-TZVPD

## Properties
2S+1   2
Total charge   0
Expectation value of S²   0.7581
Max |F|   0.884 eV/A
Lowest unoccupied orbital energy (spin up / spin down)   0.3 / -0.4 eV

```
81
Properties=species:S:1:pos:R:3:forces:R:3:lowdin_spin:R:1
Ru 2.025897 0.233191 0.474751 -0.9 -0.1 0.1 0.79
S 5.247622 -1.573643 3.069972 0.0 0.0 0.0 0.05
C 4.048948 -0.766402 2.303497 -0.1 0.1 0.0 0.01
S 2.377360 -0.641679 2.764284 0.5 0.0 0.0 0.00
S 4.255628 0.156968 0.812652 0.1 0.0 -0.1 0.14
C -1.338220 -3.316542 -2.763035 0.0 0.0 0.0 0.00
O -1.833647 -2.519555 -1.693314 0.0 0.0 0.0 0.00
C -2.993037 -1.841466 -1.904316 0.0 0.0 0.0 0.00
C -3.903266 -2.150356 -2.906324 0.0 0.0 0.0 0.00
C -5.084794 -1.428809 -3.019937 0.0 0.0 0.0 0.00
C -5.361765 -0.387846 -2.150715 0.0 0.0 0.0 0.00
C -4.433885 -0.050369 -1.175888 0.0 0.0 0.0 0.00
C -3.250541 -0.761140 -1.044136 0.0 0.0 0.0 0.00
N -2.323184 -0.423722 -0.030710 0.0 0.0 -0.1 0.00
C -1.032263 -0.003976 -0.265338 -0.1 0.0 0.0 0.00
N -0.724812 0.144914 -1.562663 0.0 0.0 0.0 0.00
C 0.520070 0.267656 -2.217169 0.0 0.1 0.0 0.00
C 1.745295 0.415666 -1.571351 0.5 0.0 -0.1 0.00
C 2.852566 0.557041 -2.427878 0.0 0.0 0.1 0.00
C 2.758379 0.544820 -3.809308 0.0 0.0 0.0 0.00
C 1.522974 0.361477 -4.420509 0.0 0.0 0.0 0.00
C 0.414318 0.222272 -3.616067 0.0 0.0 0.0 0.00
O -0.845272 -0.018197 -4.154627 0.0 0.0 0.0 0.00
C -1.416405 1.107776 -4.814128 0.0 0.0 0.0 0.00
N -0.193275 0.218220 0.713904 0.0 0.0 -0.1 0.01
C -0.775803 0.137782 2.018391 0.0 0.0 0.0 0.00
C -0.605239 -0.998307 2.805201 0.0 0.0 0.0 0.00
C -1.175477 -1.108921 4.061519 0.0 0.0 0.0 0.00
C -1.955961 -0.075241 4.556171 0.0 0.0 0.0 0.00
C -2.172485 1.046713 3.775842 0.0 0.0 0.0 0.00
C -1.604481 1.156867 2.511732 0.0 0.0 0.0 0.00
O -2.029834 2.221426 1.754428 0.0 0.0 -0.1 0.00
C -1.046039 3.096302 1.211629 0.0 0.0 0.0 0.00
H -0.342308 -3.635599 -2.464175 0.0 0.0 0.0 0.00
H -1.268923 -2.726635 -3.679459 0.0 0.0 0.0 0.00
H -1.963490 -4.196819 -2.927420 0.0 0.0 0.0 0.00
H -3.704172 -2.963368 -3.589168 0.0 0.0 0.0 0.00
H -5.789883 -1.690458 -3.797883 0.0 0.0 0.0 0.00
H -6.282503 0.172105 -2.238725 0.0 0.0 0.0 0.00
H -4.609548 0.783512 -0.506797 0.0 0.0 0.0 0.00
H -2.692808 -0.220013 0.883856 0.0 0.0 0.0 0.00
H -1.475226 -0.039405 -2.212692 0.0 0.0 0.0 0.00
H 3.835381 0.669123 -1.982988 0.0 0.0 0.0 0.00
H 3.649388 0.654558 -4.415031 0.0 0.0 0.0 0.00
H 1.417904 0.309289 -5.496692 0.0 0.0 0.0 0.00
H -2.397041 0.800482 -5.171541 0.0 0.0 0.0 0.00
H -0.801430 1.421548 -5.659541 0.0 0.0 0.0 0.00
H -1.525032 1.947508 -4.121139 0.0 0.0 0.0 0.00
H 0.006975 -1.802378 2.423533 0.0 0.0 0.0 0.00
H -1.000707 -1.998346 4.652041 0.0 0.0 0.0 0.00
H -2.400509 -0.143249 5.540217 0.0 0.0 0.0 0.00
H -2.801016 1.859767 4.115115 0.0 0.0 0.0 0.00
H -1.576712 3.998190 0.913784 0.0 0.0 0.0 0.00
H -0.558614 2.652363 0.346549 0.0 0.0 0.0 0.00
H -0.295135 3.348181 1.964582 0.0 0.0 0.0 0.00
S 1.981540 4.794762 -0.217225 0.0 0.0 0.0 0.00
C 1.872401 3.103294 -0.439364 0.0 0.0 0.0 0.00
N 2.146862 2.357564 0.586472 -0.1 -0.1 0.0 -0.01
C 2.504946 3.153057 1.685458 0.0 0.0 0.0 0.00
C 2.884662 2.708307 2.950951 0.0 0.0 0.1 0.00
C 3.197187 3.646313 3.911979 0.0 0.0 0.0 0.00
C 3.145228 5.019103 3.641939 0.0 0.0 0.0 0.00
C 2.777676 5.474225 2.393666 0.0 0.0 0.0 0.00
C 2.462576 4.525739 1.424586 0.0 0.0 -0.1 0.00
H 1.591340 2.689774 -1.395191 0.0 0.0 0.0 0.00
H 2.916601 1.650114 3.169151 0.0 0.0 0.0 0.00
H 3.493378 3.307330 4.895756 0.0 0.0 0.0 0.00
H 3.399949 5.729287 4.417366 0.0 0.0 0.0 0.00
H 2.736918 6.531752 2.169680 0.0 0.0 0.0 0.00
C 2.383116 -4.286559 1.438283 0.0 0.0 0.0 0.00
N 1.144746 -3.836564 0.815675 0.0 0.0 0.0 0.00
C -0.009805 -4.709484 0.887199 0.0 0.0 0.0 0.00
C 1.056562 -2.639562 0.250847 0.0 0.0 0.0 0.00
O 2.020641 -1.877186 0.132058 -0.1 0.1 0.0 0.01
H 2.633875 -5.281804 1.069827 0.0 0.0 0.0 0.00
H 2.259175 -4.318671 2.521732 0.0 0.0 0.0 0.00
H 3.180058 -3.586784 1.205339 0.0 0.0 0.0 0.00
H 0.151926 -5.612525 0.295263 0.0 0.0 0.0 0.00
H -0.888550 -4.186205 0.511238 0.0 0.0 0.0 0.00
H -0.191011 -5.001765 1.922936 0.0 0.0 0.0 0.00
H 0.054028 -2.376820 -0.108644 0.0 0.0 0.0 0.00
```
Positions in Å, forces in eV/Å.